Record 1
Here is a cluster of 15 separate species, H32NO14 in total in a non-equilibrium geometry from OMol25. Energies are from the ωB97M-V functional and the def2-TZVPD basis.

Last column: Mulliken charge in e.
CARTESIAN COORDINATES (ANGSTROEM)
N: 0.04453 -0.01546 0.03235  0.125
H: 0.72543 -0.81477 0.30295  0.079
H: 0.25443 0.57318 -0.75857  0.253
H: -0.08852 0.67175 0.85855  0.294
H: -0.94171 -0.31805 -0.07640  0.307
O: 1.40953 -3.57504 0.50365  -0.698
H: 1.36071 -3.14738 1.34949  0.387
H: 2.07623 -2.96802 -0.03574  0.366
O: -3.32325 -2.64964 0.49023  -0.658
H: -3.62247 -1.88367 -0.04952  0.265
H: -2.39119 -2.84923 0.10214  0.409
O: 2.46131 0.94885 1.56187  -0.497
H: 3.11044 0.25916 1.31585  0.279
H: 2.87629 1.41047 2.07164  0.198
O: -1.30180 2.46140 1.70496  -0.520
H: -0.83765 3.06230 1.07791  0.204
H: -1.44935 3.00855 2.44665  0.263
O: -1.08576 -0.66469 3.25055  -0.746
H: -2.04419 -1.13488 3.30141  0.384
H: -1.42918 0.19844 3.43304  0.278
O: -0.93676 -3.16290 -0.58694  -0.637
H: -0.64337 -2.91715 -1.32075  0.165
H: -0.03881 -3.42136 -0.19741  0.459
O: -0.38949 3.34142 -1.71124  -0.604
H: 0.21891 3.29285 -2.47939  0.265
H: 0.03490 3.76792 -1.02050  0.348
O: 1.37682 -1.73274 2.76978  -0.484
H: 0.65910 -1.20273 3.11307  0.301
H: 1.99737 -1.59384 3.29845  0.250
O: 1.33545 3.50360 0.26781  -0.651
H: 1.75058 2.71529 0.83290  0.325
H: 2.11339 4.04764 -0.16749  0.312
O: 2.63798 -1.93545 -1.39416  -0.702
H: 2.36782 -2.14186 -2.31815  0.290
H: 3.46005 -1.33303 -1.57785  0.338
O: -0.74546 -1.14626 -2.49685  -0.514
H: -1.61656 -1.35167 -2.89381  0.282
H: 0.01034 -1.61805 -2.87761  0.247
O: -2.21396 1.45993 -1.20656  -0.513
H: -1.37880 1.87346 -1.34783  0.277
H: -2.87126 1.66027 -1.78610  0.282
O: 1.93315 0.52278 -3.15798  -0.539
H: 2.03516 0.05436 -4.01458  0.317
H: 1.61975 1.43472 -3.33030  0.246
O: -3.18703 0.83023 0.96035  -0.675
H: -2.78775 1.20850 0.05475  0.371
H: -2.54533 1.27079 1.70538  0.271

Properties
relative energy (zero: lowest compared OMol25 entry of this formula, charge and spin) = 123.0 kcal/mol
charge = +1
lowest unoccupied orbital energy = -3.46 eV
HOMO energy = -11.9 eV



Record 2
Here is a cluster of 17 separate species, H32NO19 in total in a non-equilibrium geometry from OMol25. Energies are from the ωB97M-V functional and the def2-TZVPD basis.

Last column: Mulliken charge in e.
CARTESIAN COORDINATES (ANGSTROEM)
N: 6.02000 -1.41900 21.91900  0.746
O: 6.69200 -1.79600 20.89400  -0.382
O: 5.48600 -0.30100 21.79800  -0.312
O: 5.47600 -2.30800 22.55800  -0.467
O: 4.29200 1.61800 23.83600  -0.649
H: 4.58700 1.66700 22.93300  0.198
H: 3.66500 0.93100 23.76400  0.477
O: 6.81800 -4.34400 20.10900  -0.742
H: 6.76900 -3.46000 20.51200  0.339
H: 6.15000 -4.39400 19.39400  0.362
O: 3.75000 -3.52200 20.68400  -0.665
H: 3.63500 -4.45100 20.94600  0.295
H: 4.14200 -3.17500 21.49400  0.319
O: 4.22600 -2.29500 18.33500  -0.761
H: 3.83800 -1.41100 18.29700  0.324
H: 4.34100 -2.46500 19.27100  0.344
O: 3.22700 2.02000 21.17900  -0.628
H: 2.42500 1.83900 21.65900  0.332
H: 3.54700 1.15000 20.84600  0.324
O: 8.84100 -1.68900 23.38800  -0.852
H: 8.74300 -2.01400 22.46200  0.497
H: 8.17900 -2.24600 23.79800  0.528
O: 7.13200 0.16700 24.16400  -0.752
H: 6.71300 0.72300 23.49600  0.285
H: 7.75200 -0.39000 23.69400  0.497
O: 8.27600 0.55500 20.26900  -0.613
H: 9.05900 0.50400 19.66700  0.277
H: 7.85000 -0.28000 20.21200  0.272
O: 4.40000 -3.53200 24.59500  -0.738
H: 4.83900 -3.01300 23.92000  0.479
H: 3.93000 -2.95200 25.19400  0.302
O: 6.70600 2.12900 22.39400  -0.695
H: 6.17300 2.89300 22.39900  0.263
H: 6.56100 1.66200 21.59000  0.302
O: 4.90400 0.50100 19.21900  -0.613
H: 5.31000 0.30200 20.06600  0.216
H: 5.31800 1.28600 18.94900  0.287
O: 9.44400 -2.73000 21.03800  -0.593
H: 9.23100 -2.65300 20.11000  0.240
H: 10.38600 -2.55000 21.10400  0.245
O: 6.92400 -1.68100 17.76300  -0.667
H: 7.63400 -2.28700 18.03200  0.297
H: 6.11200 -1.81300 18.17700  0.381
O: 3.15300 -0.96500 23.08100  -0.719
H: 4.04000 -0.76400 22.80100  0.174
H: 2.71200 -0.70100 22.25300  0.371
O: 6.87900 -5.53000 22.85700  -0.745
H: 6.62800 -5.16600 22.06200  0.345
H: 6.63000 -4.71700 23.33300  0.418
O: 7.10900 -3.26100 24.65000  -0.662
H: 6.22500 -3.15000 24.95600  0.287
H: 7.60700 -3.44000 25.46000  0.234

Properties
relative energy (zero: lowest compared OMol25 entry of this formula, charge and spin) = 36.6 kcal/mol
charge = -1
lowest unoccupied orbital energy = 2.22 eV
HOMO energy = -6.7 eV



Record 3
Here is a cluster of 16 separate species, H32O16 in total in a non-equilibrium geometry from OMol25. Energies are from the ωB97M-V functional and the def2-TZVPD basis.

Last column: Mulliken charge in e.
CARTESIAN COORDINATES (ANGSTROEM)
O: -2.83374 -1.47736 -0.53976  -0.490
H: -3.26932 -1.14985 -1.34113  0.223
H: -3.50375 -2.02878 -0.21409  0.238
O: 0.72538 1.59190 -2.52279  -0.692
H: 0.77249 0.94610 -1.81822  0.103
H: 1.54114 1.53961 -2.97118  0.368
O: 3.38145 -0.22581 -1.20340  -0.674
H: 2.74542 -0.62564 -0.66063  0.220
H: 2.94759 -0.28388 -2.05960  0.362
O: 2.60552 2.23229 -0.11428  -0.783
H: 1.76854 2.43884 -0.58684  0.318
H: 2.86643 1.38699 -0.43165  0.431
O: 1.99626 2.12594 2.53358  -0.620
H: 2.74699 2.11094 3.12462  0.271
H: 2.27227 2.21210 1.60177  0.446
O: -0.87335 -1.52587 2.23009  -0.713
H: -0.56180 -0.86303 2.82458  0.486
H: -0.10583 -1.76782 1.73912  0.075
O: -0.09411 0.27841 -0.09458  1.361
H: 0.48821 0.13973 0.66467  -0.214
H: -0.24181 -0.66240 -0.27631  -0.373
O: -0.26544 2.85904 0.53660  -0.646
H: -0.16604 1.93434 0.25500  0.252
H: -0.70083 2.80335 1.39066  0.314
O: 2.21268 -3.03916 -1.66536  -0.642
H: 1.32728 -2.69908 -1.43327  0.373
H: 2.07536 -3.86473 -2.08834  0.278
O: 1.94003 -0.93736 1.42789  -0.577
H: 1.79760 -1.39025 2.26166  0.243
H: 2.87937 -0.66047 1.40515  0.256
O: -0.58451 -1.28752 -3.20591  -0.667
H: -1.06261 -0.50370 -3.07232  0.456
H: -1.03960 -1.89761 -2.60887  0.273
O: 0.05735 0.58380 3.42227  -0.674
H: -0.67270 1.19296 3.41684  0.302
H: 0.82431 1.15656 3.17226  0.356
O: -0.16229 -2.52329 -0.33630  -0.595
H: 0.11181 -3.22413 0.25950  0.291
H: -1.12536 -2.53114 -0.20399  0.236
O: -3.16978 0.10545 1.87054  -0.751
H: -2.36032 -0.36761 1.50438  0.313
H: -2.99786 -0.01101 2.82944  0.302
O: -3.14027 1.64262 -0.36617  -0.673
H: -2.53086 1.19246 -0.94939  0.253
H: -3.13511 1.13146 0.42071  0.565
O: -1.86947 0.91082 -2.70944  -0.858
H: -2.55821 1.64132 -2.86838  0.316
H: -1.05850 1.39047 -2.54910  0.362

Properties
relative energy (zero: lowest compared OMol25 entry of this formula, charge and spin) = 99.9 kcal/mol
charge = 0
lowest unoccupied orbital energy = -0.19 eV
HOMO energy = -10.0 eV



Record 4
Here is a cluster of 16 separate species, H32O16 in total in a non-equilibrium geometry from OMol25. Energies are from the ωB97M-V functional and the def2-TZVPD basis.

Last column: Mulliken charge in e.
CARTESIAN COORDINATES (ANGSTROEM)
O: 3.28699 23.98394 -0.55955  -0.677
H: 2.86535 23.66488 0.25844  0.277
H: 3.62371 24.83870 -0.34687  0.316
O: 3.14095 23.44624 -3.45234  -0.650
H: 2.41247 23.01540 -3.84448  0.292
H: 3.06779 23.28132 -2.50704  0.350
O: -1.18232 25.55540 2.65327  -0.674
H: -1.13605 26.39999 2.20192  0.325
H: -1.19136 25.76695 3.57062  0.271
O: -2.61720 24.07057 0.93946  -0.817
H: -1.94077 23.37292 0.73278  0.415
H: -2.21828 24.51138 1.65287  0.355
O: 1.50754 21.78351 -1.50659  -0.570
H: 1.63767 21.11758 -2.19598  0.237
H: 1.96191 21.28274 -0.82936  0.226
O: 2.01603 25.61587 2.86074  -0.765
H: 2.40609 24.71658 2.92612  0.338
H: 1.73954 25.71659 1.96653  0.244
O: 3.35349 26.53579 -2.34098  -0.636
H: 3.32378 26.89764 -3.22657  0.285
H: 2.98192 25.67218 -2.30654  0.291
O: 0.86722 24.97783 0.25576  0.841
H: 1.41906 24.48896 -0.36663  -0.028
H: 0.18097 24.35491 0.50872  0.023
O: 0.88011 27.70225 -1.69138  -0.633
H: 1.01294 26.79625 -2.01635  0.400
H: 1.54213 27.79799 -1.01031  0.333
O: -1.92936 25.91744 -0.89763  -0.695
H: -2.30987 25.29137 -0.26700  0.477
H: -1.24578 26.34834 -0.40419  0.266
O: -0.80669 22.68777 -2.53529  -0.656
H: 0.03014 22.52252 -2.11553  0.283
H: -1.33656 21.89167 -2.45243  0.352
O: 0.26459 23.48658 3.53153  -0.740
H: -0.57811 23.01637 3.45593  0.337
H: 0.20829 24.32973 3.19118  0.411
O: -0.32748 27.62418 1.24746  -0.644
H: 0.37812 27.22900 0.78092  0.093
H: 0.19028 28.19347 1.81181  0.328
O: 0.68285 25.10457 -2.60338  -0.465
H: 0.02121 24.43723 -2.68136  0.300
H: 1.17027 24.97619 -3.42582  0.223
O: 1.99365 22.70681 1.81025  -0.638
H: 2.18777 21.77820 1.88742  0.246
H: 1.30409 22.88220 2.46091  0.399
O: -0.41730 22.60019 0.39154  -0.669
H: 0.28481 22.58211 1.02441  0.273
H: -0.04067 22.23949 -0.41310  0.148

Properties
relative energy (zero: lowest compared OMol25 entry of this formula, charge and spin) = 111.8 kcal/mol
charge = 0
lowest unoccupied orbital energy = -0.79 eV
HOMO energy = -9.5 eV



The lowest relative energy (zero: lowest compared OMol25 entry of this formula, charge and spin) belongs to which entry?
H32NO19